Record 1
ORCA calculation (ωB97M-V/def2-TZVPD) on a structure of composition C19H47ClP2Sn.

Positions of all 70 atoms, in Å:
Sn  0.10  -1.05  0.63
Cl  -0.02  -0.06  -1.77
P  -0.54  -3.37  -0.26
C  0.61  -3.83  -1.65
C  -0.23  -4.37  1.32
C  -2.27  -3.33  -0.96
C  1.93  -3.05  -1.70
H  0.02  -3.52  -2.54
C  0.86  -5.35  -1.75
H  1.39  -5.73  -0.85
H  1.49  -5.54  -2.64
H  -0.08  -5.90  -1.87
H  1.77  -1.96  -1.74
H  2.50  -3.30  -2.61
H  2.58  -3.27  -0.84
H  -2.09  -2.70  -1.86
C  -3.32  -2.56  -0.12
C  -2.80  -4.70  -1.43
H  -2.29  -5.02  -2.35
H  -3.87  -4.59  -1.66
H  -2.69  -5.48  -0.66
H  -2.97  -1.55  0.19
H  -3.65  -3.14  0.76
H  -4.20  -2.41  -0.78
C  1.20  -4.05  1.80
H  -0.34  -5.43  1.04
C  -1.24  -3.93  2.40
H  1.97  -4.39  1.10
H  1.39  -4.52  2.78
H  1.31  -2.96  1.96
H  -1.15  -2.84  2.58
H  -1.01  -4.44  3.35
H  -2.27  -4.18  2.13
H  1.88  -1.07  0.56
H  -1.10  0.22  0.75
P  0.49  3.75  -0.35
C  -0.79  4.14  -1.53
C  0.34  4.38  1.35
C  2.07  3.45  -1.12
C  -2.01  3.19  -1.40
H  -0.30  3.94  -2.50
C  -1.10  5.64  -1.46
H  -1.52  5.94  -0.49
H  -1.81  5.89  -2.26
H  -0.20  6.23  -1.60
H  -1.69  2.14  -1.52
H  -2.75  3.43  -2.19
H  -2.51  3.29  -0.42
H  1.80  2.89  -2.04
C  3.05  2.55  -0.33
C  2.65  4.81  -1.52
H  2.10  5.23  -2.36
H  3.70  4.67  -1.80
H  2.58  5.55  -0.72
H  2.55  1.64  0.10
H  3.57  3.12  0.47
H  3.79  2.19  -1.07
C  -1.04  4.02  1.93
H  0.45  5.47  1.14
C  1.42  3.85  2.30
H  -1.88  4.45  1.36
H  -1.10  4.37  2.96
H  -1.18  2.92  1.95
H  1.35  2.76  2.43
H  1.27  4.30  3.29
H  2.43  4.08  1.95
C  0.32  -0.34  2.78
H  -0.42  0.45  2.92
H  1.32  0.08  2.86
H  0.18  -1.09  3.57

Summary:
**HOMO**: -5.46 eV
**Gap between HOMO and LUMO**: 0.2122 hartree
**Largest force on an atom**: 0.09233 hartree/bohr
**Energy relative to the best compared isomer or geometry (same formula, charge and spin)**: 0.858 eV

These are the natural (NBO) partial charges, in e, on atoms 1 to 5: Sn 0.933; Cl -0.686; P 1.026; C -0.500; C -0.490

Record 2
ORCA calculation (ωB97M-V/def2-TZVPD) on a structure of composition C3H3FLuO2.

Positions of all 10 atoms, in Å:
H  -1.86  0.60  -0.15
F  1.69  -0.64  0.67
O  -0.25  0.46  1.04
O  -0.60  -0.48  -1.03
C  0.93  0.51  0.31
C  0.38  0.48  -1.07
C  -1.16  -0.30  0.26
H  1.53  1.38  0.61
H  1.01  0.42  -1.95
Lu  -1.68  -2.42  1.30

Summary:
**HOMO (alpha / beta)**: -17.06 / -19.21 eV
**Gap between HOMO and LUMO (alpha / beta)**: 0.2145 / 0.2926 hartree
**Charge**: +2
**Largest force on an atom**: 0.13468 hartree/bohr
**Energy relative to the best compared isomer or geometry (same formula, charge and spin)**: 2.615 eV
**2S+1**: 2

These are the natural (NBO) partial charges, in e, on atoms 1 to 5: H 0.286; F -0.325; O -0.445; O -0.300; C 0.331

Record 3
ORCA calculation (ωB97M-V/def2-TZVPD) on a cluster of 2 separate species, C3H4NS3 in total.

Positions of all 11 atoms, in Å:
C  0.39  1.53  1.02
C  -0.75  1.60  -1.15
C  0.14  -2.14  -0.20
N  0.11  1.49  -0.34
S  -0.59  2.12  2.22
S  -1.51  1.73  -2.51
S  1.08  -0.96  0.89
H  -0.19  -1.55  -1.07
H  0.73  -3.06  -0.29
H  -0.84  -2.41  0.22
H  1.45  1.64  1.22

Summary:
**HOMO (alpha / beta)**: -3.41 / -3.41 eV
**Gap between HOMO and LUMO (alpha / beta)**: 0.2396 / 0.2396 hartree
**Charge**: -1
**Largest force on an atom**: 0.03271 hartree/bohr
**Energy relative to the best compared isomer or geometry (same formula, charge and spin)**: 1.266 eV

These are the natural (NBO) partial charges, in e, on atoms 1 to 5: C -0.121; C 0.264; C -0.748; N -0.445; S -0.211

Record 4
ORCA calculation (ωB97M-V/def2-TZVPD) on a structure of composition C8H16CaO4.

Positions of all 29 atoms, in Å:
C  4.15  1.80  1.06
H  3.79  2.83  1.16
H  4.54  1.26  1.92
O  2.53  2.53  -3.49
C  3.87  2.86  -3.46
C  4.66  1.97  -2.50
O  3.89  1.94  -1.28
C  4.46  1.35  -0.17
Ca  1.80  1.86  -1.85
H  4.01  3.91  -3.14
H  4.36  2.75  -4.45
H  5.66  2.37  -2.29
H  4.74  0.94  -2.87
H  5.05  0.46  -0.39
C  1.03  2.43  1.13
O  0.81  1.62  0.03
C  0.46  0.26  0.33
C  0.03  -0.40  -0.96
O  1.02  -0.09  -1.93
C  0.93  -0.86  -3.13
H  1.43  1.90  1.99
H  -0.36  0.24  1.06
H  1.35  -0.24  0.74
H  -0.95  -0.04  -1.30
H  -0.03  -1.49  -0.81
H  1.69  -0.47  -3.82
H  1.14  -1.91  -2.91
H  -0.07  -0.75  -3.57
H  0.86  3.50  0.97

Summary:
**HOMO (alpha / beta)**: -11.95 / -12.27 eV
**Gap between HOMO and LUMO (alpha / beta)**: 0.3365 / 0.3229 hartree
**Charge**: +1
**Largest force on an atom**: 0.05615 hartree/bohr
**2S+1**: 2

These are the natural (NBO) partial charges, in e, on atoms 1 to 5: C -0.484; H 0.224; H 0.234; O -1.041; C -0.086

Record 5
ORCA calculation (ωB97M-V/def2-TZVPD) on a structure of composition C29H29F3GeN6STi.

Positions of all 70 atoms, in Å:
Ti  0.42  0.44  -2.03
F  2.91  4.86  -3.83
C  3.47  3.87  -4.53
F  2.80  3.76  -5.69
F  4.72  4.30  -4.86
C  3.54  2.57  -3.78
C  4.77  1.99  -3.57
C  4.87  0.79  -2.88
C  3.70  0.21  -2.44
N  2.50  0.73  -2.68
C  2.37  1.92  -3.32
S  0.76  2.52  -3.49
H  5.66  2.48  -3.94
H  5.83  0.33  -2.68
H  3.71  -0.71  -1.86
C  -4.53  -1.39  -1.05
N  -3.92  -0.58  -2.12
C  -4.48  0.76  -2.20
C  -2.55  -0.67  -2.27
N  -1.74  0.32  -2.34
N  -2.11  -1.97  -2.42
C  -0.82  -2.46  -2.40
N  -0.78  -3.83  -2.45
N  0.22  -1.71  -2.37
H  -5.61  -1.42  -1.22
H  -4.33  -0.96  -0.06
H  -4.15  -2.41  -1.05
H  -5.57  0.66  -2.25
H  -4.14  1.25  -3.10
H  -4.24  1.37  -1.33
H  -2.18  1.20  -2.10
H  -2.82  -2.63  -2.70
H  -1.50  -4.32  -1.94
H  0.13  -4.25  -2.35
H  1.06  -2.25  -2.23
C  0.44  0.56  -0.33
Ge  0.22  0.19  1.51
C  -0.28  1.73  2.60
C  -0.77  2.88  1.97
C  -1.16  3.99  2.72
C  -1.06  3.96  4.10
C  -0.57  2.83  4.74
C  -0.18  1.72  3.99
C  -1.21  -1.16  1.74
C  -1.20  -2.29  0.92
C  -2.19  -3.26  1.03
C  -3.22  -3.11  1.95
C  -3.25  -1.99  2.76
C  -2.25  -1.02  2.66
C  1.85  -0.61  2.28
C  3.09  -0.11  1.88
C  4.27  -0.64  2.39
C  4.22  -1.69  3.30
C  2.99  -2.20  3.70
C  1.82  -1.66  3.19
H  -0.82  2.91  0.89
H  -1.53  4.87  2.22
H  -1.36  4.82  4.69
H  -0.48  2.81  5.82
H  0.22  0.85  4.50
H  -0.40  -2.41  0.21
H  -2.15  -4.15  0.41
H  -3.99  -3.87  2.04
H  -4.04  -1.86  3.49
H  -2.28  -0.15  3.30
H  3.13  0.70  1.16
H  5.22  -0.23  2.08
H  5.14  -2.10  3.70
H  2.95  -3.02  4.41
H  0.86  -2.07  3.50

Summary:
**HOMO**: -6.58 eV
**Gap between HOMO and LUMO**: 0.2383 hartree
**Largest force on an atom**: 0.00479 hartree/bohr
**Energy relative to the best compared isomer or geometry (same formula, charge and spin)**: 0.000 eV

These are the natural (NBO) partial charges, in e, on atoms 1 to 5: Ti 0.974; F -0.311; C 0.984; F -0.318; F -0.335

Record 6
ORCA calculation (ωB97M-V/def2-TZVPD) on a cluster of 2 separate species, C4H7NO2 in total.

Positions of all 14 atoms, in Å:
O  -1.90  0.71  -1.22
C  -1.24  0.36  -0.06
C  -0.77  -1.02  0.14
N  0.33  -0.92  0.84
C  0.88  0.35  0.99
C  0.01  1.22  0.28
O  0.05  2.40  -0.05
H  -1.61  1.62  -1.38
H  -1.87  0.52  0.86
H  -1.22  -1.98  -0.06
H  2.46  -1.23  -1.89
H  0.47  -1.71  1.45
H  2.51  -0.84  -1.26
H  1.89  0.50  1.35

Summary:
**HOMO (alpha / beta)**: -7.91 / -7.91 eV
**Gap between HOMO and LUMO (alpha / beta)**: 0.2906 / 0.2905 hartree
**Largest force on an atom**: 0.02389 hartree/bohr
**Energy relative to the best compared isomer or geometry (same formula, charge and spin)**: 3.772 eV

These are the natural (NBO) partial charges, in e, on atoms 1 to 5: O -0.687; C -0.045; C 0.041; N -0.379; C -0.325